# 1
{
  "formula": "C25H22NO4ReS",
  "method": "the ωB97M-V functional and the def2-TZVPD basis",
  "species": ["C", "C", "C", "H", "C", "C", "H", "H", "H", "H", "C", "C", "C", "H", "C", "C", "H", "H", "H", "H", "Re", "O", "C", "C", "H", "H", "H", "H", "C", "C", "C", "H", "C", "H", "C", "H", "C", "H", "O", "S", "O", "N", "C", "O", "C", "C", "C", "C", "C", "C", "H", "H", "H", "H"],
  "coordinates": [[-0.41095, -1.74281, 1.48668], [0.46987, -0.65115, 1.83386], [-0.27737, 0.58311, 1.74295], [1.50942, -0.73568, 2.12560], [-1.64188, 0.24054, 1.38432], [-1.72055, -1.19172, 1.21718], [-2.62752, -1.74937, 0.99298], [-0.13754, -2.79897, 1.47945], [0.12074, 1.57923, 1.88908], [-2.47843, 0.93049, 1.32294], [0.32904, -0.07210, -2.34807], [0.66837, -1.42339, -1.97742], [-0.53371, -2.09144, -1.54180], [1.64681, -1.88693, -2.05175], [-1.64187, -1.16211, -1.69630], [-1.09990, 0.09130, -2.19264], [-1.67159, 0.97826, -2.42002], [1.02276, 0.69646, -2.66174], [-0.58632, -3.13244, -1.22977], [-2.69006, -1.37437, -1.52875], [-0.33833, -0.39806, -0.20295], [-2.07467, 2.72528, -0.36920], [-1.22208, 3.77497, 0.11173], [-2.71794, 3.92601, 0.29219], [-0.65256, 3.51629, 1.00578], [-0.74622, 4.39374, -0.65866], [-3.12806, 3.69535, 1.29037], [-4.82653, 5.45886, 1.01032], [-4.54290, 5.63728, -0.03110], [-3.46429, 4.87209, -0.55609], [-3.07547, 5.09282, -1.89823], [-2.25396, 4.51249, -2.32708], [-3.72573, 6.06038, -2.67334], [-3.40577, 6.22154, -3.70446], [-4.76969, 6.81695, -2.13051], [-5.26220, 7.57789, -2.73016], [-5.17875, 6.60586, -0.80676], [-5.98586, 7.19396, -0.36787], [4.89509, -5.30314, -1.84244], [3.75983, -5.27151, -0.95003], [2.89057, -6.42234, -0.91429], [2.94094, -3.86757, -0.96773], [3.05298, -3.07720, 0.13785], [2.60432, -1.91979, 0.24804], [3.84129, -3.80687, 1.18326], [4.18119, -3.41612, 2.48669], [5.01619, -4.23718, 3.26214], [5.53724, -5.43615, 2.72932], [5.21400, -5.81201, 1.41605], [4.35978, -4.98018, 0.69489], [3.77329, -2.47819, 2.86927], [5.27556, -3.95120, 4.28939], [6.18300, -6.07541, 3.33252], [5.59644, -6.71576, 0.94425]],
  "lowdin_charge": [-0.18, -0.18, -0.18, 0.11, -0.18, -0.18, 0.14, 0.13, 0.11, 0.12, -0.14, -0.15, -0.18, 0.10, -0.19, -0.17, 0.12, 0.12, 0.13, 0.13, 1.47, -0.13, -0.11, -0.17, 0.09, 0.12, 0.15, 0.11, -0.03, -0.18, -0.03, 0.11, -0.07, 0.11, -0.08, 0.11, -0.08, 0.11, -0.22, 0.66, -0.23, 0.09, -0.40, 0.07, -0.14, 0.01, -0.03, -0.02, -0.01, -0.22, 0.12, 0.12, 0.12, 0.13],
  "lumo_ha": [-0.1116, -0.2467],
  "largest_force_ha_per_bohr": 0.070,
  "multiplicity": 4,
  "s_squared": 3.778,
  "homo_lumo_gap_ev": [8.1, 4.4],
  "energy_ha": -1797.5930,
  "total_charge": 1
}

# 2
{
  "formula": "C25H22NO5Zr",
  "method": "the ωB97M-V functional and the def2-TZVPD basis",
  "species": ["C", "C", "C", "H", "C", "C", "H", "H", "H", "H", "C", "C", "C", "H", "C", "C", "H", "H", "H", "H", "Zr", "O", "C", "C", "H", "H", "H", "H", "C", "C", "C", "H", "C", "H", "C", "H", "C", "H", "O", "C", "O", "C", "C", "C", "C", "C", "C", "N", "O", "O", "H", "H", "H", "H"],
  "coordinates": [[0.75515, -1.95700, 1.40222], [-0.58363, -2.25219, 0.94107], [-0.56363, -2.26615, -0.50957], [-1.43769, -2.52263, 1.55806], [0.79098, -1.98549, -0.93876], [1.59965, -1.81728, 0.24078], [2.68622, -1.75069, 0.25537], [1.11318, -1.96010, 2.43122], [-1.36960, -2.58105, -1.16346], [1.16513, -2.09952, -1.96544], [-0.76711, 2.12757, 0.17187], [-0.42076, 1.76707, 1.52449], [0.99923, 1.51556, 1.57454], [-1.10360, 1.75153, 2.37105], [1.52369, 1.67958, 0.23575], [0.42999, 2.04134, -0.63268], [0.51217, 2.37088, -1.67227], [-1.72873, 2.49906, -0.16748], [1.58152, 1.34181, 2.47600], [2.57826, 1.67946, -0.04821], [-0.08094, -0.11334, 0.23265], [-0.02020, -0.23795, -3.85503], [-1.22744, -0.87975, -4.32354], [0.07100, -1.00649, -5.10842], [-1.54711, -1.74999, -3.74422], [-1.98337, -0.22427, -4.76556], [0.60386, -1.95875, -5.02055], [1.07281, -1.97694, -7.41132], [0.77112, -0.93558, -7.51190], [0.24704, -0.27144, -6.36728], [-0.13618, 1.07357, -6.48282], [-0.52187, 1.59459, -5.59711], [0.01353, 1.74250, -7.69091], [-0.25173, 2.79377, -7.74729], [0.51299, 1.08507, -8.82470], [0.62706, 1.62019, -9.76621], [0.87861, -0.26325, -8.72938], [1.25991, -0.79151, -9.60277], [-1.31700, -2.33495, 3.99943], [-1.37729, -1.08878, 4.00721], [-1.72453, -0.31150, 3.05361], [-0.89597, -0.42011, 5.29844], [-0.98481, 0.97592, 5.48168], [-0.60351, 1.58693, 6.67874], [-0.09588, 0.79518, 7.74596], [0.02802, -0.60857, 7.56216], [-0.35505, -1.18106, 6.35715], [0.28430, 1.40606, 8.96694], [0.14931, 2.64929, 9.08356], [0.73805, 0.69436, 9.89897], [-1.36485, 1.59581, 4.67161], [-0.70315, 2.66267, 6.81389], [0.40290, -1.24394, 8.36306], [-0.23006, -2.25949, 6.24942]],
  "lowdin_charge": [-0.15, -0.15, -0.15, 0.12, -0.16, -0.15, 0.14, 0.14, 0.13, 0.13, -0.15, -0.17, -0.14, 0.11, -0.15, -0.16, 0.14, 0.14, 0.14, 0.13, 1.86, -0.12, -0.09, -0.21, 0.10, 0.12, 0.14, 0.11, -0.03, -0.19, -0.04, 0.11, -0.07, 0.11, -0.07, 0.11, -0.07, 0.11, 0.00, -0.62, -0.09, -0.11, -0.02, 0.02, -0.15, 0.02, -0.01, -0.32, 0.06, 0.06, 0.10, 0.12, 0.12, 0.12],
  "lumo_ha": -0.2288,
  "largest_force_ha_per_bohr": 0.078,
  "multiplicity": 1,
  "homo_lumo_gap_ev": 5.3,
  "energy_ha": -1443.4077,
  "total_charge": 1,
  "de_lowest_kj_mol": 391.0
}

# 3
{
  "formula": "C25H22PPd",
  "method": "the ωB97M-V functional and the def2-TZVPD basis",
  "species": ["Pd", "C", "C", "C", "C", "C", "C", "C", "H", "H", "H", "H", "H", "H", "H", "H", "C", "C", "C", "C", "C", "C", "P", "C", "C", "C", "C", "C", "C", "C", "C", "C", "C", "C", "C", "H", "H", "H", "H", "H", "H", "H", "H", "H", "H", "H", "H", "H", "H"],
  "coordinates": [[1.43413, 0.43805, -0.48621], [3.40789, 2.41157, 3.55222], [3.43693, 1.99569, 2.10537], [4.30892, 0.95363, 1.69316], [4.34059, 0.53268, 0.39504], [3.48096, 1.10663, -0.58670], [2.64262, 2.20266, -0.19799], [2.65319, 2.60994, 1.16651], [4.37727, 2.80210, 3.87686], [3.16692, 1.56594, 4.20216], [2.66006, 3.18842, 3.71775], [4.96026, 0.49301, 2.42977], [5.02675, -0.25124, 0.09449], [3.70908, 0.93565, -1.63230], [2.24665, 2.89185, -0.93770], [2.01551, 3.43691, 1.46258], [-5.61186, -1.66230, -1.40330], [-5.01757, -0.79779, -0.49583], [-3.67576, -0.45992, -0.61872], [-2.90239, -0.97321, -1.65881], [-3.52122, -1.82538, -2.57664], [-4.85580, -2.17907, -2.44682], [-1.11646, -0.58612, -1.94207], [-0.83235, 0.75696, -0.72822], [-0.70553, 0.57901, 0.66878], [-0.72846, 1.67573, 1.52561], [-0.86624, 2.96460, 1.02392], [-0.94401, 3.16299, -0.34638], [-0.90510, 2.07497, -1.21085], [-0.25671, -1.99494, -1.14420], [-0.75912, -3.29330, -1.11633], [0.03245, -4.31787, -0.61067], [1.31171, -4.02221, -0.15326], [1.78858, -2.71562, -0.19338], [1.02733, -1.64481, -0.68477], [-6.65718, -1.92801, -1.30263], [-5.60106, -0.38445, 0.31862], [-3.22814, 0.21173, 0.10293], [-2.94238, -2.21309, -3.40840], [-5.30942, -2.85014, -3.16665], [-0.68633, -0.42544, 1.07258], [-0.64011, 1.51364, 2.59318], [-0.88929, 3.81260, 1.69813], [-1.02315, 4.16633, -0.74792], [-0.97234, 2.22898, -2.28209], [-1.76047, -3.51597, -1.47158], [-0.34729, -5.33288, -0.57238], [1.93708, -4.81750, 0.24240], [2.79088, -2.52101, 0.18075]],
  "lowdin_charge": [0.61, -0.08, -0.32, -0.10, -0.13, -0.26, -0.25, -0.09, 0.07, 0.07, 0.06, 0.10, 0.09, 0.08, 0.08, 0.09, -0.12, -0.10, -0.08, -0.37, -0.14, -0.11, 1.06, -0.52, -0.17, -0.10, -0.13, -0.12, -0.13, -0.45, -0.13, -0.14, -0.14, -0.15, -0.25, 0.09, 0.09, 0.09, 0.10, 0.09, 0.11, 0.10, 0.09, 0.09, 0.09, 0.08, 0.08, 0.08, 0.07],
  "lumo_ha": 0.1127,
  "largest_force_ha_per_bohr": 0.005,
  "multiplicity": 1,
  "homo_lumo_gap_ev": 5.9,
  "energy_ha": -1435.1000,
  "total_charge": -1,
  "de_lowest_kj_mol": 0.0
}

# 4
{
  "formula": "C25H23BClN8Sr",
  "method": "the ωB97M-V functional and the def2-TZVPD basis",
  "species": ["Sr", "C", "C", "N", "N", "C", "B", "N", "C", "C", "C", "N", "N", "C", "C", "C", "N", "N", "C", "C", "C", "N", "H", "H", "H", "H", "H", "H", "H", "H", "H", "H", "H", "H", "Cl", "C", "C", "C", "C", "C", "C", "C", "H", "H", "H", "H", "H", "H", "C", "C", "C", "C", "C", "C", "H", "H", "H", "H", "H"],
  "coordinates": [[0.04679, -0.60526, -1.19516], [3.36703, -2.69497, 1.07630], [2.93708, -1.57742, 0.36546], [1.64496, -1.34504, 0.56675], [1.21231, -2.30991, 1.40982], [2.23472, -3.12556, 1.72945], [-0.13712, -2.26814, 2.15466], [-0.24220, -0.96439, 2.96743], [-1.31813, -0.61506, 3.70867], [-0.97628, 0.48402, 4.46323], [0.35210, 0.74896, 4.08663], [0.78771, -0.13009, 3.19643], [-1.40711, -2.33689, 1.26243], [-2.49535, -3.10834, 1.43482], [-3.54123, -2.56261, 0.71644], [-2.98977, -1.42674, 0.12526], [-1.70984, -1.28974, 0.45693], [-0.16598, -3.44713, 3.12692], [0.22442, -3.44053, 4.42362], [0.29873, -4.74442, 4.84902], [-0.05907, -5.49415, 3.71386], [-0.32582, -4.71268, 2.68204], [4.35063, -3.12685, 1.10680], [3.50653, -0.92844, -0.28394], [2.07775, -3.95519, 2.39583], [-2.23049, -1.18850, 3.66095], [-1.59373, 1.00697, 5.17288], [1.01268, 1.52958, 4.42813], [-2.42767, -3.99269, 2.04344], [-4.54093, -2.94794, 0.62857], [-3.45072, -0.70320, -0.52940], [0.41688, -2.51389, 4.93806], [0.56139, -5.09729, 5.83041], [-0.13560, -6.56395, 3.60528], [-1.66007, 2.01637, -2.70340], [-2.34863, 2.02461, -1.09454], [-3.72101, 2.00636, -0.97199], [-4.28772, 1.91533, 0.29607], [-3.47520, 1.79425, 1.42166], [-2.10636, 1.81448, 1.29347], [-1.48792, 1.98797, 0.02829], [-0.09017, 2.09477, -0.04244], [-4.34071, 2.05013, -1.85675], [-5.36496, 1.90716, 0.39325], [-3.91756, 1.67483, 2.40159], [-1.47092, 1.71436, 2.16352], [0.51134, 1.88623, 0.83301], [0.39709, 2.37351, -0.96787], [0.08499, -5.81081, -2.02235], [1.29768, -5.13715, -2.10827], [1.32160, -3.75010, -2.19802], [0.16803, -2.95071, -2.21456], [-1.02250, -3.68704, -2.13205], [-1.08918, -5.07047, -2.03732], [0.05831, -6.88987, -1.93887], [2.22873, -5.69291, -2.09240], [2.30550, -3.28257, -2.24290], [-1.98015, -3.16088, -2.12852], [-2.04954, -5.56776, -1.96432]],
  "lowdin_charge": [1.37, -0.04, -0.17, -0.10, 0.02, -0.04, -0.69, -0.02, -0.11, -0.09, -0.18, 0.08, 0.02, -0.06, -0.04, -0.17, -0.08, -0.04, -0.08, -0.07, -0.16, 0.06, 0.10, 0.11, 0.12, 0.13, 0.09, 0.10, 0.11, 0.10, 0.10, 0.12, 0.09, 0.10, 0.70, -0.61, -0.11, -0.07, -0.06, -0.02, -0.37, 0.00, 0.11, 0.11, 0.11, 0.10, 0.07, 0.04, -0.11, -0.12, -0.20, -0.31, -0.22, -0.12, 0.09, 0.09, 0.07, 0.06, 0.09],
  "lumo_ha": [-0.0085, -0.0736],
  "largest_force_ha_per_bohr": 0.010,
  "multiplicity": 2,
  "s_squared": 0.788,
  "homo_lumo_gap_ev": [7.1, 5.2],
  "energy_ha": -1920.3287
}

# 5
{
  "formula": "C25H23BF4GeN4S3Tl",
  "method": "the ωB97M-V functional and the def2-TZVPD basis",
  "species": ["Tl", "S", "C", "S", "C", "C", "N", "C", "N", "C", "N", "C", "S", "N", "C", "H", "H", "H", "H", "H", "H", "H", "H", "F", "B", "F", "F", "F", "C", "C", "C", "C", "C", "C", "Ge", "C", "C", "C", "C", "C", "C", "C", "C", "C", "C", "C", "C", "H", "H", "H", "H", "H", "H", "H", "H", "H", "H", "H", "H", "H", "H", "H"],
  "coordinates": [[0.62677, -1.26138, 2.23635], [-1.17031, -2.79178, 0.34728], [-2.29909, -2.58304, 1.65964], [-2.20686, -1.23019, 2.70300], [-3.29167, -3.55289, 1.82879], [-3.43533, -4.67051, 0.95342], [-3.60305, -5.59124, 0.27653], [-4.22870, -3.50241, 2.90337], [-5.01327, -3.51761, 3.75038], [3.63027, 1.12114, 0.38950], [2.50174, 1.55964, 1.18797], [2.39797, 1.44914, 2.52436], [0.93093, 1.86938, 3.26965], [3.47223, 0.97366, 3.17283], [3.40866, 0.54076, 4.55847], [3.44040, 1.41362, -0.64083], [3.76754, 0.03922, 0.43683], [4.55592, 1.59404, 0.72428], [1.67084, 1.88905, 0.72008], [4.14859, 0.45832, 2.61554], [2.76699, -0.33438, 4.67055], [3.01967, 1.34388, 5.17943], [4.41566, 0.27098, 4.86931], [3.68691, -2.02701, 2.75116], [5.09051, -2.06231, 2.94775], [5.66830, -3.07742, 2.18619], [5.36906, -2.22965, 4.31332], [5.61422, -0.79270, 2.53131], [-5.60521, 0.79360, -1.02774], [-5.15664, -0.49736, -0.78214], [-3.79858, -0.75182, -0.64655], [-2.85470, 0.27441, -0.74466], [-3.32325, 1.56254, -1.00860], [-4.68232, 1.82167, -1.15155], [-0.90529, -0.12825, -0.57500], [-0.50118, -0.92670, -2.36255], [0.73146, -1.53887, -2.59787], [1.07115, -2.02931, -3.85264], [0.17187, -1.91963, -4.90505], [-1.06480, -1.32637, -4.68767], [-1.39626, -0.83852, -3.42858], [-0.09273, 1.70766, -0.89156], [0.73955, 1.98114, -1.98022], [1.29199, 3.24539, -2.16372], [1.02640, 4.26215, -1.25583], [0.21221, 4.00575, -0.16036], [-0.33300, 2.74083, 0.02044], [-6.66665, 0.99672, -1.11330], [-5.86528, -1.31187, -0.68800], [-3.47073, -1.76705, -0.47139], [-2.62025, 2.37860, -1.11677], [-5.02003, 2.83067, -1.36269], [1.44196, -1.64355, -1.78244], [2.03304, -2.50349, -4.00942], [0.43027, -2.30133, -5.88602], [-1.77604, -1.24654, -5.50212], [-2.36759, -0.38183, -3.27463], [0.95112, 1.20147, -2.70318], [1.93314, 3.43328, -3.01787], [1.45754, 5.24638, -1.39888], [0.01581, 4.78555, 0.56610], [-0.94191, 2.54638, 0.89604]],
  "lowdin_charge": [0.58, 0.47, -1.21, 0.43, -0.42, -0.30, 0.11, -0.29, 0.11, -0.06, -0.04, -0.93, 0.52, -0.03, -0.11, 0.08, 0.09, 0.09, 0.06, 0.08, 0.07, 0.06, 0.08, 0.01, -1.24, 0.10, 0.09, 0.05, -0.12, -0.08, -0.12, -0.30, -0.11, -0.11, 0.89, -0.34, -0.13, -0.10, -0.12, -0.10, -0.10, -0.32, -0.11, -0.11, -0.11, -0.10, -0.18, 0.09, 0.10, 0.06, 0.08, 0.09, 0.10, 0.09, 0.09, 0.09, 0.09, 0.09, 0.09, 0.09, 0.10, 0.09],
  "lumo_ha": [0.1542, 0.1307],
  "largest_force_ha_per_bohr": 0.015,
  "multiplicity": 2,
  "s_squared": 0.756,
  "homo_lumo_gap_ev": [6.2, 6.3],
  "energy_ha": -5054.1377,
  "total_charge": -2,
  "de_lowest_kj_mol": 0.0
}